Record 1
ORCA calculation (the ωB97M-V functional and the def2-TZVPD basis) on a structure of composition C50H40N7O4SSeSiV in a non-equilibrium geometry.

Values from the calculation:
**LUMO level (alpha / beta)**: -0.1625 / -0.1660 Eh
**<S²>**: 0.773
**Energy above the lowest of the compared OMol25 structures with the same formula, charge and spin**: 154.37 kJ/mol
**HOMO (alpha / beta)**: -9.7646 / -9.7608 eV
**Net charge**: +1
**Frontier orbital gap (alpha / beta)**: 5.34 / 5.24 eV
**2S+1**: 2
**Maximum force**: 2.2 eV/Å

```
105
Properties=species:S:1:pos:R:3:mulliken_charge:R:1
V 1.24258 1.45371 0.92214 -0.845
C 6.71667 0.35893 0.20200 -0.590
C 5.66985 -0.26642 -0.45957 -1.264
C 4.37264 -0.14522 0.01629 0.527
C 4.13312 0.61719 1.14802 -0.837
C 5.17486 1.23813 1.82348 -0.112
C 6.46865 1.10586 1.34741 -0.804
N 2.80511 0.74640 1.64995 1.467
C 2.42792 -0.03727 2.76727 0.870
C 3.14456 -1.09536 3.31032 -0.725
C 2.62984 -1.76320 4.41179 -0.804
C 1.41384 -1.40375 4.99499 -0.727
C 0.69121 -0.34302 4.48072 -0.513
C 1.20676 0.30570 3.37427 -0.284
N 0.70710 1.47621 2.76593 2.075
N 0.24183 2.38822 3.41398 -1.248
C 0.41250 3.61539 2.68126 0.341
C 0.03666 4.81615 3.21840 -1.010
C 0.50401 5.96744 2.58516 -0.164
C 1.31457 5.85118 1.47312 -1.031
C 1.60505 4.58310 0.96867 -0.194
N 1.14198 3.49740 1.56414 0.873
H 7.72748 0.26116 -0.16953 0.431
H 5.86038 -0.85666 -1.34583 0.460
H 3.55235 -0.66259 -0.46762 0.572
H 4.96505 1.82385 2.70986 0.453
H 7.28381 1.58702 1.86975 0.420
H 4.09013 -1.38466 2.87220 0.565
H 3.19098 -2.58777 4.83074 0.460
H 1.04533 -1.94248 5.85545 0.440
H -0.24320 -0.01348 4.91383 0.548
H -0.57344 4.83691 4.10898 0.565
H 0.24996 6.94225 2.97732 0.454
H 1.71503 6.72372 0.97889 0.477
H 2.19680 4.42198 0.07375 0.522
C -3.46668 0.22547 -0.48921 -0.331
N -4.18475 0.26629 0.76778 0.560
C -3.84391 1.01258 1.84077 -0.442
Se -2.34831 2.05408 2.00810 -0.253
N -4.77815 0.78375 2.79537 0.148
C -5.73069 -0.11895 2.33749 0.340
C -6.84953 -0.68144 2.92787 -1.014
C -7.57121 -1.58694 2.16401 -0.490
C -7.18624 -1.91686 0.86274 -0.890
C -6.06428 -1.35178 0.27461 -0.435
C -5.34859 -0.44593 1.03924 0.901
H -2.53155 0.76992 -0.36695 -0.557
H -4.05963 0.70098 -1.27113 0.496
H -3.26276 -0.81582 -0.74826 0.089
H -4.73834 1.22500 3.69697 0.264
H -7.14822 -0.42959 3.93562 0.436
H -8.45395 -2.04737 2.58521 0.429
H -7.77546 -2.62986 0.30330 0.425
H -5.76213 -1.60927 -0.73051 0.430
O 0.45921 -0.05677 0.54416 1.227
Si 0.12479 -1.31938 -0.46835 -2.054
C -1.50000 -1.99879 0.10806 0.083
C -2.01854 -1.59260 1.34078 0.136
C -3.22562 -2.09484 1.80765 -0.576
C -3.93543 -3.01208 1.04907 -0.577
C -3.42619 -3.44298 -0.16988 -1.320
C -2.21661 -2.94558 -0.62986 -0.305
C 1.48047 -2.56385 -0.34580 0.954
C 2.26143 -2.99456 -1.41818 -0.267
C 3.28912 -3.90760 -1.22595 -0.788
C 3.54830 -4.40392 0.04347 -0.694
C 2.76878 -3.99988 1.11972 -0.803
C 1.74042 -3.09237 0.92311 -0.074
C -0.12266 -1.00115 -3.22733 0.207
C 0.96983 -1.01488 -4.08071 0.068
C 0.79601 -1.38722 -5.40553 -1.140
C -0.45966 -1.74093 -5.87738 -0.841
C -1.54732 -1.71505 -5.01543 -0.819
C -1.38617 -1.33963 -3.68986 -0.235
H -1.49093 -0.85368 1.93132 0.221
H -3.61651 -1.76233 2.76194 0.528
H -4.88142 -3.39692 1.40802 0.646
H -3.96851 -4.17233 -0.75673 0.489
H -1.82937 -3.30549 -1.57704 0.579
H 2.06929 -2.62071 -2.41899 0.333
H 3.88652 -4.23270 -2.06719 0.471
H 4.35097 -5.11368 0.19347 0.424
H 2.95993 -4.39641 2.10842 0.467
H 1.13109 -2.79311 1.77124 0.383
H 1.94542 -0.74122 -3.69873 0.618
H 1.64912 -1.40088 -6.07106 0.460
H -0.59012 -2.03209 -6.91009 0.441
H -2.53085 -1.98562 -5.37589 0.488
H -2.22931 -1.29205 -3.01400 0.318
O -1.28991 3.01654 -1.12459 -0.655
C -0.21761 2.71590 -1.56623 -0.041
N 0.88219 2.28738 -0.80365 0.461
S 2.22161 1.78475 -1.73730 0.675
O 0.04634 -0.57603 -1.93622 1.261
O 3.35207 2.67441 -1.38469 -0.788
C 1.46065 2.35000 -3.23386 0.385
C 2.03115 2.33513 -4.49272 -0.627
C 1.23456 2.76341 -5.54538 -0.633
C -0.08470 3.16460 -5.33159 -0.613
C -0.63422 3.16857 -4.05806 -0.559
C 0.16739 2.75558 -3.00722 -0.362
H 3.05195 2.01587 -4.65253 0.538
H 1.64261 2.78490 -6.54678 0.451
H -0.68434 3.48068 -6.17419 0.431
H -1.65271 3.48136 -3.87205 0.555
```

=====

Record 2
ORCA calculation (the ωB97M-V functional and the def2-TZVPD basis) on a structure of composition C50H41Br2F4N3P2Ru in a non-equilibrium geometry.

Values from the calculation:
**LUMO level (alpha / beta)**: -0.1226 / -0.1232 Eh
**<S²>**: 1.042
**Energy above the lowest of the compared OMol25 structures with the same formula, charge and spin**: 91.55 kJ/mol
**HOMO (alpha / beta)**: -9.9321 / -9.9010 eV
**Net charge**: +1
**Frontier orbital gap (alpha / beta)**: 6.60 / 6.55 eV
**2S+1**: 2
**Maximum force**: 3.3 eV/Å

```
103
Properties=species:S:1:pos:R:3:mulliken_charge:R:1
Ru 0.04184 -0.09319 0.34898 0.607
F -3.47179 -5.68402 3.13370 -0.295
C -2.78983 -4.55567 3.04626 0.559
C -2.60734 -3.75849 4.16058 0.348
F -3.10692 -4.12859 5.32903 -0.296
C -1.88392 -2.58067 4.05149 0.188
F -1.68351 -1.90040 5.17663 -0.298
C -1.35505 -2.13961 2.84496 -1.317
P -0.42345 -0.55287 2.71455 1.133
C -1.37857 0.57184 3.78680 0.317
C -1.04020 0.87361 5.10589 -0.557
C -1.81100 1.75942 5.84079 -0.960
C -2.94221 2.33574 5.27945 -0.738
C -3.30836 2.01161 3.98291 -1.056
C -2.52660 1.14251 3.23681 -0.338
C 1.11148 -1.01781 3.58898 1.046
C 1.87460 -0.08624 4.29017 -0.248
C 3.10252 -0.44536 4.82874 -1.094
C 3.58904 -1.73348 4.66436 -0.786
C 2.84372 -2.66331 3.95340 -0.675
C 1.61584 -2.30680 3.41818 -0.894
C -1.52643 -2.98468 1.75231 0.698
Br -0.75015 -2.60715 0.06526 -0.166
C -2.23032 -4.16856 1.83971 0.257
F -2.38354 -4.95547 0.77802 -0.368
H -0.20239 0.38901 5.58458 0.672
H -1.53469 1.98626 6.86196 0.456
H -3.54094 3.02768 5.85703 0.406
H -4.19945 2.43837 3.54167 0.502
H -2.81566 0.91568 2.22116 0.623
H 1.52676 0.92989 4.40792 0.798
H 3.68036 0.28901 5.37475 0.448
H 4.54197 -2.01386 5.09331 0.433
H 3.21680 -3.66992 3.81557 0.484
H 1.04867 -3.04855 2.86731 0.420
N 0.24427 -0.14352 -1.53766 0.303
P 1.04923 0.29062 -2.82425 1.476
C 2.76267 -0.30204 -2.84301 0.044
C 3.84516 0.50370 -2.51385 -0.361
C 5.10697 -0.07047 -2.35419 -1.067
C 5.36495 -1.29409 -2.96460 -0.487
C 4.29834 -2.11126 -3.31986 -0.897
C 3.00340 -1.64906 -3.14171 -0.197
C 1.05935 2.08588 -3.03395 0.305
C 0.59889 2.70582 -4.19171 -0.572
C 0.54467 4.09146 -4.26149 -0.752
C 0.94988 4.85982 -3.18076 -0.755
C 1.40757 4.24617 -2.02108 -0.897
C 1.45343 2.86511 -1.94633 0.190
C 0.30807 -0.37534 -4.32869 -0.325
C -1.08278 -0.43368 -4.37437 -0.049
C -1.72767 -0.81222 -5.54123 -0.598
C -0.98466 -1.12898 -6.67041 -0.550
C 0.40154 -1.06869 -6.63250 -0.777
C 1.04983 -0.68781 -5.46638 -0.437
H 3.70468 1.55660 -2.30353 0.455
H 5.94054 0.62581 -2.31915 0.548
H 6.38255 -1.65320 -3.05039 0.429
H 4.46596 -3.10242 -3.72038 0.453
H 2.16789 -2.31544 -3.32389 0.670
H 0.28248 2.11331 -5.04056 0.396
H 0.18132 4.56949 -5.16139 0.452
H 0.90125 5.93936 -3.23734 0.415
H 1.71234 4.84314 -1.17118 0.457
H 1.78032 2.39043 -1.02901 0.067
H -1.65189 -0.18530 -3.48864 -0.205
H -2.80846 -0.85676 -5.57092 0.474
H -1.48682 -1.41986 -7.58370 0.404
H 0.97975 -1.31362 -7.51352 0.436
H 2.13012 -0.62549 -5.45317 0.428
C -4.08933 -1.24067 0.59094 -0.872
N -4.35386 -0.57402 -0.66521 0.321
C -5.56311 0.21552 -0.70908 -1.066
C -3.19104 -0.02283 -1.33806 -2.246
C -2.60263 1.22370 -0.70069 2.193
C -3.23557 2.43804 -0.96734 -0.453
C -2.82645 3.63150 -0.38843 -1.108
C -1.76130 3.62289 0.49368 -1.037
C -1.11047 2.42462 0.76198 0.282
C -1.49432 1.22356 0.15988 0.617
H -4.02269 -2.32761 0.46262 0.283
H -4.88292 -1.04039 1.31341 0.420
H -3.15263 -0.89548 1.04226 0.044
H -6.40720 -0.39745 -0.39212 0.413
H -5.75456 0.53480 -1.73548 0.314
H -5.53911 1.11489 -0.07366 0.317
H -3.50122 0.22101 -2.35887 0.800
H -2.42830 -0.79914 -1.40684 0.130
H -4.06630 2.44730 -1.66446 0.463
H -3.33914 4.55463 -0.62541 0.458
H -1.43552 4.53563 0.97703 0.522
H -0.29754 2.43314 1.47961 -0.019
Br 2.45985 2.06518 1.72762 0.006
C 3.15018 0.46259 1.00117 -0.098
C 4.51090 0.36548 0.77414 -1.114
C 4.97424 -0.76249 0.10935 -0.522
C 4.12336 -1.86554 0.07103 -0.959
C 2.78728 -1.68376 0.34540 -0.294
N 2.27953 -0.50102 0.72801 1.592
H 5.16221 1.19178 1.01857 0.559
H 6.03330 -0.97011 0.22306 0.553
H 4.47454 -2.83894 -0.24028 0.495
H 2.08337 -2.50020 0.25772 0.223
```